(1)
The molecule C23H32N2O5, computed with ωB97M-V/def2-TZVPD.

```
! RIJCOSX wB97M-V def2-TZVPD def2/J DEFGRID3
* xyz 0 1
C 2.3592 -0.0820 6.0353
C 2.8424 -1.0878 4.9999
H 3.9297 -1.1843 5.0206
H 2.3761 -2.0629 5.1740
O 2.5330 -0.6583 3.6727
C 1.3041 -0.9021 3.2278
O 0.4458 -1.4545 3.8662
C 1.1200 -0.3881 1.7994
N 2.1402 -1.0033 0.9633
H 2.9431 -0.3898 0.8712
C 1.7135 -1.4726 -0.3343
H 0.7969 -2.0480 -0.1838
C 1.4749 -0.3319 -1.3262
O 2.1677 0.6898 -1.2674
N 0.5333 -0.4730 -2.2640
C -0.3953 -1.5754 -2.4108
H 0.1194 -2.5140 -2.1970
C -1.6502 -1.4116 -1.5270
C -2.7576 -0.9654 -2.4812
C -2.4038 -1.6749 -3.7844
H -2.6658 -2.7325 -3.7168
H -2.9085 -1.2499 -4.6494
C -0.8841 -1.5247 -3.8729
H -0.4407 -2.3262 -4.4661
C -0.4419 -0.1574 -4.4177
C 0.3745 0.5238 -3.3221
H 1.3752 0.8220 -3.6644
C -0.3138 1.8048 -2.7873
O -1.4032 2.1539 -3.1488
O 0.4085 2.4880 -1.9222
H 1.2462 1.9980 -1.6788
H -1.3076 0.4668 -4.6431
H 0.1456 -0.2682 -5.3273
H -2.7209 0.1144 -2.6196
H -3.7457 -1.2333 -2.1141
H -1.9067 -2.3696 -1.0733
H -1.4852 -0.6891 -0.7287
C 2.8095 -2.3705 -0.9200
H 3.7094 -1.7849 -1.0921
H 2.4924 -2.8100 -1.8628
H 3.0390 -3.1624 -0.2131
C 1.1588 1.1486 1.8118
H 2.0779 1.4666 2.3092
H 1.1877 1.5111 0.7831
C -0.0573 1.7507 2.5249
C -1.3269 1.4590 1.7740
C -1.6427 2.1823 0.6297
C -2.7971 1.9096 -0.0822
C -3.6529 0.9076 0.3449
C -3.3432 0.1761 1.4789
C -2.1852 0.4480 2.1880
H -1.9428 -0.1290 3.0692
H -4.0049 -0.6094 1.8143
H -4.5589 0.6987 -0.2047
H -3.0221 2.4767 -0.9727
H -0.9806 2.9662 0.2922
H -0.1236 1.3458 3.5366
H 0.0833 2.8317 2.5959
H 0.1316 -0.7283 1.4704
H 2.7777 0.9006 5.8305
H 2.6689 -0.4005 7.0264
H 1.2742 -0.0170 6.0105
*
```

Computed properties:
- E_HOMO (eV) = -8.9
- orbital gap (eV) = 9.49
- SMILES = CCOC(=O)[C@@H](CCc1ccccc1)N[C@H](C)C(=O)N1[C@H](C(=O)O)C[C@@H]2CCC[C@@H]21



(2)
The molecule C5H9NO, computed with ωB97M-V/def2-TZVPD.

```
! RIJCOSX wB97M-V def2-TZVPD def2/J DEFGRID3
* xyz 0 1
O -1.9823 -0.7609 1.2902
C -1.2499 -0.6637 0.0962
C -0.9197 0.7869 -0.3653
C 0.6081 -0.1629 -0.9226
C 1.8112 0.6393 -0.7302
N 0.7726 1.3550 0.0050
C 0.1856 -1.2070 0.0844
H -1.4215 -0.4440 2.0110
H -1.8510 -1.1555 -0.6747
H -1.2484 1.4699 0.4315
H -1.3434 1.1355 -1.3069
H 2.2285 1.1813 -1.5794
H 2.5709 0.2269 -0.0597
H 0.8565 1.0854 0.9903
H 0.2802 -2.2354 -0.2806
H 0.6730 -1.1590 1.0819
*
```

Computed properties:
- E_HOMO (eV) = -7.8
- orbital gap (eV) = 8.57



(3)
The molecule C3H7NO, computed with ωB97M-V/def2-TZVPD.

```
! RIJCOSX wB97M-V def2-TZVPD def2/J DEFGRID3
* xyz 0 1
C 0.1735 1.1001 -0.7916
C 0.0831 0.0918 0.3191
N 0.1792 -1.2667 -0.0624
O -0.6894 -1.5732 -1.1410
C -0.0091 0.4122 1.6120
H 0.5948 2.0385 -0.4206
H -0.8202 1.3122 -1.1984
H 0.7925 0.7332 -1.6141
H -0.1198 -2.0772 -1.7373
H -0.1576 -0.3517 2.3711
H 0.0918 1.4364 1.9517
H -0.1188 -1.8555 0.7114
*
```

Computed properties:
- E_HOMO (eV) = -8.5
- orbital gap (eV) = 9.56
- SMILES = C=C(C)NO



(4)
The ion C5H4N with charge +1, computed with ωB97M-V/def2-TZVPD.

```
! RIJCOSX wB97M-V def2-TZVPD def2/J DEFGRID3
* xyz 1 1
C 3.2451 0.0612 0.2187
C 2.0807 -0.5649 -0.1608
C 0.5494 1.2430 -0.1332
C 2.2264 0.9130 -0.0650
C 0.0116 -0.0516 0.1709
N 0.9626 -1.1299 -0.1312
H 0.1663 2.1395 -0.4103
H -0.3309 -0.2235 1.1915
H -0.8695 -0.1160 -0.4814
H 0.5491 -2.0778 -0.2263
*
```

Computed properties:
- E_HOMO (spin up / spin down) (eV) = -14.4 / -15.0
- orbital gap (spin up / spin down) (eV) = 7.41 / 8.63



(5)
A cluster of 2 separate species, C4H12N3O in total, computed with ωB97M-V/def2-TZVPD.

```
! RIJCOSX wB97M-V def2-TZVPD def2/J DEFGRID3
* xyz 1 1
O 0.5295 -2.5141 2.2819
C -0.5925 -2.1195 2.3241
C -1.0881 -1.1023 1.3180
N -0.1620 -1.1014 0.1445
H -1.3361 -2.4409 3.0647
H -2.1062 -1.3353 1.0106
H -1.0954 -0.0912 1.7270
H -0.5552 -1.6704 -0.6048
H 0.0347 -0.0961 -0.2462
H 0.7451 -1.5123 0.4187
C 1.9336 1.0117 -1.3702
N 0.5815 1.3660 -0.9289
C -0.3518 1.8039 -1.8927
N -1.2024 2.6701 -1.5584
H 2.5000 0.7092 -0.4885
H 1.8922 0.1797 -2.0741
H 2.4951 1.8170 -1.8443
H 0.5659 2.0482 -0.1780
H -0.3228 1.2990 -2.8582
H -1.8460 2.8132 -2.3228
*
```

Computed properties:
- E_HOMO (eV) = -13.8
- orbital gap (eV) = 10.41



(6)
A structure of composition C10H12F5NO4S2SiV, computed with ωB97M-V/def2-TZVPD.

```
! RIJCOSX wB97M-V def2-TZVPD def2/J DEFGRID3
* xyz -2 4
V -0.1584 -0.2696 0.0700
C 3.7652 -2.4235 -4.7608
Si 2.1332 -2.8614 -3.8220
C 1.9647 -4.7844 -3.7945
C 0.6856 -2.2579 -4.8922
C 2.3362 -2.2513 -2.0665
C 3.2566 -2.8469 -1.1884
C 3.3300 -2.4311 0.1343
C 2.4581 -1.4537 0.5803
N 1.5698 -0.8732 -0.2355
C 1.5321 -1.2396 -1.5380
S 0.3675 -0.3194 -2.3728
H 3.7632 -2.8011 -5.7804
H 4.6336 -2.8347 -4.2512
H 3.8816 -1.3433 -4.8003
H 1.9248 -5.2131 -4.7939
H 1.0435 -5.0489 -3.2822
H 2.7863 -5.2574 -3.2638
H 0.7140 -2.6852 -5.8925
H 0.6947 -1.1772 -4.9601
H -0.2504 -2.5333 -4.4201
H 3.8926 -3.6465 -1.5441
H 4.0331 -2.8865 0.8205
H 2.4456 -1.1296 1.6145
O -2.7777 -2.3865 1.5994
S -1.4946 -1.7676 1.2880
O -0.9774 -2.2086 -0.0356
O -1.6462 -0.2571 1.1351
O -0.4836 -1.9973 2.3198
F 1.2376 2.2265 -0.6154
C 0.2754 1.6545 0.2387
F -0.8306 2.4811 0.0385
C 0.7820 1.9608 1.6265
F 1.9317 1.2964 1.8802
F -0.0811 1.6299 2.5891
F 1.1009 3.2728 1.8896
*
```

Computed properties:
- ⟨S²⟩ = 3.77
- E_HOMO (spin up / spin down) (eV) = 0.2 / -1.7
- orbital gap (spin up / spin down) (eV) = 4.60 / 6.46



(7)
A structure of composition C10H20LaN2PS, computed with ωB97M-V/def2-TZVPD.

```
! RIJCOSX wB97M-V def2-TZVPD def2/J DEFGRID3
* xyz 0 1
C -0.2694 0.1620 -3.8937
C -1.1047 1.3630 -3.8052
C -0.2627 2.4915 -3.6609
C 1.0698 2.0488 -3.6582
C 1.0766 0.5923 -3.7836
La 0.8030 -0.7667 -0.1294
P -0.1211 -3.2190 -1.2355
H -0.6075 -0.9158 -3.8910
H -2.1947 1.2906 -3.6117
H -0.5810 3.4650 -3.2731
H 1.9641 -0.0680 -3.8080
H 1.9756 2.6187 -3.4439
H 1.1078 -3.7756 -1.8869
H -1.2460 -3.6402 -2.0545
H -0.1944 -3.9707 0.0390
C 2.3385 0.8238 1.3157
N 1.1425 0.1967 1.9636
C 1.2985 -1.0102 2.8106
C -0.0993 0.7476 1.6544
S -0.2205 1.7738 0.2383
N -1.1831 -0.0583 2.0113
C -1.3793 -0.0870 3.4767
C -2.4727 0.2084 1.3362
H 3.2165 0.1413 1.4887
H 2.3709 1.8039 1.7489
H 2.2625 1.0555 0.1859
H 1.3040 -0.6506 3.8282
H 0.4964 -1.7664 2.5702
H 2.2767 -1.4857 2.4873
H -2.3407 0.4370 3.6632
H -1.4337 -1.1132 3.8359
H -0.5645 0.4641 3.9672
H -2.6546 1.3074 1.2897
H -2.5196 -0.1777 0.2974
H -3.2538 -0.2861 1.9272
*
```

Computed properties:
- E_HOMO (spin up / spin down) (eV) = -5.2 / -5.2
- orbital gap (spin up / spin down) (eV) = 4.02 / 4.03



(8)
A cluster of 2 separate species, C4H5NO in total, computed with ωB97M-V/def2-TZVPD.

```
! RIJCOSX wB97M-V def2-TZVPD def2/J DEFGRID3
* xyz 0 1
C -0.3611 1.2884 -0.4042
C -1.7971 -0.4407 0.3760
C -1.2241 0.3219 -0.6164
C 2.0920 -0.3662 0.2533
N 1.3701 -0.8965 -0.6041
O 0.2602 2.1724 0.0396
H -2.5687 -1.0783 -0.0677
H -1.2868 -0.6136 1.3245
H -1.3813 0.0039 -1.6210
H 1.9453 0.5465 0.7190
H 2.9516 -0.9378 0.6009
*
```

Computed properties:
- E_HOMO (spin up / spin down) (eV) = -7.1 / -9.3
- orbital gap (spin up / spin down) (eV) = 6.99 / 9.55